Formula: C32H51BF8IN3SeSi4TeW
Source: the Open Molecules 2025 dataset
Level of theory: wB97M-V/def2-TZVPD

Results
LUMO (spin up / spin down)	-1.14 / -1.62	eV
calculated total energy	-6430.49041	Ha
ΔE to the lowest compared entry with this formula, charge and spin	0.0	kcal/mol
HOMO level (spin up / spin down)	-7.090 / -7.687	eV
multiplicity	3

Element x y z (Å)
1 H 5.671 1.432 -5.917
2 Si 3.978 -0.296 -3.331
3 C 5.461 -3.150 -1.964
4 H 4.934 -2.984 -1.027
5 H -1.814 2.297 -1.428
6 H 6.344 3.329 -2.267
7 H 5.239 3.069 -3.618
8 C 1.144 -5.370 3.996
9 C -2.346 1.530 3.779
10 H 3.093 0.837 4.577
11 H 0.715 2.509 -0.920
12 F -0.844 -0.074 3.103
13 H 5.730 -0.315 -6.191
14 C 5.505 -2.914 -4.987
15 H 1.835 2.890 4.008
16 C -2.325 0.298 -0.888
17 C 7.369 0.489 -3.544
18 W 0.286 -0.668 0.243
19 H 5.879 -3.940 -4.963
20 F -0.248 -1.595 -1.416
21 Se -1.255 -2.455 1.193
22 H 2.309 -3.320 -4.500
23 H 0.762 -1.290 -3.464
24 C -0.267 -3.625 2.346
25 F -2.512 -4.133 -1.590
26 N -1.463 0.406 0.311
27 C 2.863 -3.579 -3.597
28 H 7.282 0.770 -4.590
29 H -1.603 -0.658 -3.352
30 C 0.283 -3.170 3.540
31 H 6.368 -2.251 -5.045
32 C 0.484 3.106 -1.808
33 F -1.307 -3.182 -3.259
34 H 3.099 2.855 -4.898
35 H 8.232 1.016 -3.129
36 N -0.641 1.007 -2.558
37 H 2.313 -1.753 -6.074
38 C 1.541 -0.170 1.785
39 H -2.218 -0.702 -1.303
40 H 6.730 -0.530 -0.670
41 F -1.984 1.192 5.025
42 H 0.072 -1.213 -5.092
43 H 0.683 -6.870 2.532
44 C 2.663 2.168 -5.623
45 B -1.353 -3.934 -2.178
46 H 4.969 0.746 -7.374
47 C -2.028 1.115 1.375
48 C -0.126 -4.963 1.994
49 C 0.994 -4.037 4.354
50 H -3.376 0.414 -0.614
51 I 2.155 -2.849 0.219
52 H 0.421 2.924 1.928
53 C 0.980 2.051 2.244
54 C 0.574 -5.832 2.819
55 H -1.370 0.653 -4.502
56 H 1.118 0.085 -4.519
57 Si 3.410 0.447 -5.516
58 F -3.339 2.590 -0.009
59 H -0.545 -5.317 1.061
60 H -2.717 1.454 -2.672
61 H 1.424 -3.673 5.279
62 H 3.093 -4.646 -3.642
63 H 1.697 -6.046 4.635
64 N 0.933 0.959 1.463
65 C 2.481 0.850 3.685
66 C 1.766 2.019 3.372
67 C -3.579 2.804 2.270
68 H -0.312 3.805 -1.554
69 C -0.884 0.092 -3.683
70 C 2.419 -0.778 -6.546
71 C 0.112 2.187 -2.969
72 C -1.750 0.850 2.731
73 H 1.581 2.167 -5.485
74 H 2.899 -1.202 3.103
75 H 5.476 0.544 -0.053
76 H 6.418 -2.627 -1.918
77 H 7.586 -0.579 -3.496
78 H -0.436 2.758 -3.740
79 C 2.386 -0.275 2.885
80 H 0.156 -2.136 3.828
81 H 2.864 2.565 -6.622
82 H 4.922 -2.797 -5.902
83 H 7.087 1.179 -0.411
84 C -1.912 1.341 -1.927
85 H 2.208 -3.416 -2.742
86 C -3.283 2.519 3.584
87 F -4.469 3.767 1.983
88 Si 5.854 0.912 -2.507
89 Te 2.679 -0.090 -1.096
90 Si 4.456 -2.604 -3.450
91 H 4.636 3.003 -1.960
92 H 1.367 3.694 -2.060
93 C 5.481 2.751 -2.603
94 C -2.976 2.148 1.212
95 C 6.316 0.476 -0.740
96 H -3.754 3.035 4.405
97 H 1.034 1.838 -3.439
98 H 1.417 -0.401 -6.753
99 H 5.669 -4.219 -2.051
100 F -0.283 -4.577 -1.769
101 C 5.118 0.577 -6.303
102 C 0.345 -0.624 -4.215
103 H 2.925 -0.922 -7.502

Atomic partial charges in e from the Mulliken method, atoms 1 to 6: 0.27 0.75 -0.91 0.22 0.73 0.40

***

Formula: C32H51FN2PS
Source: the Open Molecules 2025 dataset
Level of theory: wB97M-V/def2-TZVPD

Results
LUMO	-2.11	eV
calculated total energy	-2198.66012	Ha
ΔE to the lowest compared entry with this formula, charge and spin	0.0	kcal/mol
HOMO level	-9.970	eV
charge	+1

Element x y z (Å)
1 H -0.328 4.830 -5.025
2 C -2.349 4.460 -4.427
3 H -0.270 1.018 -0.789
4 H 3.920 -6.667 0.714
5 C -1.032 5.774 -2.044
6 C -3.233 3.583 -3.820
7 H -0.115 -4.851 1.618
8 H -6.940 5.507 -4.125
9 H 0.244 -4.431 4.589
10 C 1.382 -2.085 5.374
11 C -0.496 -2.226 0.532
12 H -4.585 6.410 -6.065
13 H 2.723 -1.471 3.806
14 H 2.406 -5.127 4.702
15 H 3.075 -3.071 1.746
16 H 1.751 -5.507 0.721
17 S -2.557 7.343 -1.128
18 H -0.284 -1.067 3.285
19 C 1.340 4.767 -1.109
20 C 0.515 -4.964 3.678
21 C 2.308 -2.795 1.019
22 C 2.516 -5.175 0.014
23 C -4.210 5.619 -5.438
24 H -0.611 -3.139 -0.062
25 N -2.175 6.383 -2.341
26 C -0.201 -1.077 -0.445
27 H 2.554 -1.765 0.735
28 H -1.768 0.026 1.695
29 H 2.012 -1.748 6.199
30 H 1.845 -7.055 2.398
31 C -2.850 5.463 -5.234
32 F 0.473 1.338 -2.996
33 H -1.640 1.691 1.157
34 H 4.179 -5.080 1.431
35 H -2.494 0.516 0.161
36 H -0.765 -2.333 5.031
37 H -0.608 3.295 -4.279
38 H 1.551 -3.474 -0.890
39 C -0.332 0.357 0.074
40 H 1.879 -7.429 4.123
41 H -0.351 -1.024 6.143
42 C -0.076 -2.030 5.822
43 H 2.283 4.369 -0.760
44 H 2.580 -4.661 3.033
45 H 1.680 -3.118 5.192
46 C 2.290 -6.774 3.355
47 H 1.700 1.945 -1.488
48 H 1.015 -0.427 2.330
49 C -4.592 3.737 -4.017
50 H 4.656 -5.383 -0.241
51 H 2.309 -5.697 -0.921
52 C -5.091 4.755 -4.810
53 H 1.546 3.367 -4.187
54 C 1.628 1.976 -2.574
55 H 3.287 -3.350 -0.798
56 C -0.017 -4.174 2.472
57 C 1.715 3.376 -3.118
58 P 0.702 -2.656 1.817
59 H -1.464 -2.085 1.019
60 H 2.463 1.393 -2.963
61 H -2.163 6.149 -5.707
62 H -0.236 -2.706 6.662
63 C 2.012 -5.312 3.701
64 H 0.523 0.624 0.701
65 H 1.754 -0.185 4.474
66 C 2.406 -3.670 -0.239
67 C 0.845 4.358 -2.378
68 C -0.342 4.824 -2.867
69 H 0.797 -1.204 -0.875
70 H 3.362 -6.961 3.298
71 C 0.697 5.639 -0.303
72 H 1.092 5.949 0.652
73 C -6.577 4.919 -4.969
74 H -0.897 -1.192 -1.278
75 C 1.714 -1.227 4.151
76 H 2.752 3.689 -2.991
77 N -1.302 7.073 -0.145
78 H -7.095 3.967 -4.937
79 C -0.862 4.350 -4.209
80 H -5.277 3.052 -3.537
81 C -0.531 6.194 -0.756
82 H -6.823 5.478 -5.863
83 C 0.738 -1.274 2.963
84 H -2.830 2.800 -3.193
85 C -1.631 0.657 0.814
86 H -1.049 -3.890 2.709
87 C 3.896 -5.597 0.511
88 H -0.064 -5.889 3.722

Atomic partial charges in e from the Mulliken method, atoms 1 to 6: 0.48 -0.14 -0.03 0.39 0.93 -0.26